Computed, not measured: a cluster of 4 separate species, C19H25BFN4O4 in total in a non-equilibrium geometry, with wB97M-V/def2-TZVPD.

Geometry as XYZ:
```
54
Properties=species:S:1:pos:R:3:forces:R:3:mulliken_charge:R:1
C -1.12459 -2.12706 -3.85133 -0.134 -0.215 -0.571 -0.63
O -1.63815 -1.11521 -2.93141 0.616 -0.316 0.012 -0.22
B -1.76020 -1.53126 -1.67348 -0.665 0.151 0.070 0.29
O -2.80583 -2.14991 -1.07923 0.878 -0.465 -0.261 -0.37
N -0.57193 -1.17871 -0.66132 -0.334 0.833 0.545 0.46
F -0.29696 -2.36921 -0.00861 0.159 -0.164 0.081 -0.18
C 0.67092 -0.52515 -1.19182 0.159 0.392 -0.001 -0.43
C 1.84471 -1.45276 -1.48280 0.393 0.050 -0.203 -0.46
C 2.86214 -1.71894 -0.32656 -1.185 0.124 0.121 0.43
O 3.98415 -2.01625 -0.56061 0.179 -0.192 -0.067 -0.49
O 2.37345 -1.66344 0.94518 0.557 0.159 -0.538 -0.46
H -0.03360 -2.05127 -3.93660 -0.282 0.079 0.111 0.28
H -1.40348 -3.13512 -3.51200 0.061 0.250 -0.092 0.34
H -1.57911 -1.96332 -4.83334 0.072 0.073 0.333 0.25
H -2.70676 -3.11746 -1.08075 -0.530 0.187 0.296 0.34
H -0.92077 -0.56465 0.12078 0.438 -0.295 -0.167 0.35
H 0.97838 0.23993 -0.47083 -0.298 -0.156 -0.058 0.06
H 0.29832 -0.00951 -2.08633 0.293 -0.187 0.108 0.41
H 2.44273 -0.97101 -2.27177 -0.216 -0.202 0.219 0.38
H 1.50638 -2.41343 -1.89774 0.210 0.156 0.228 0.36
H 1.64644 -1.03191 1.04485 -0.301 -0.198 0.124 0.31
N 0.08630 0.17956 1.97824 -0.037 0.017 -0.273 -0.23
C -0.73232 -0.16408 2.98179 0.079 -0.026 -0.103 -0.15
C -0.67795 0.41901 4.23313 -0.004 0.046 0.032 -0.80
C 0.26390 1.40974 4.46561 0.020 -0.009 -0.056 -0.11
C 1.11826 1.78091 3.43758 0.029 0.073 0.128 -0.49
C 0.99071 1.14125 2.22063 -0.140 -0.081 -0.023 -0.13
H -1.46016 -0.94006 2.77012 0.037 -0.010 0.016 0.40
H -1.36358 0.10167 5.00540 -0.006 -0.005 0.009 0.38
H 0.33101 1.88633 5.43421 -0.004 0.002 0.010 0.42
H 1.87392 2.54835 3.56306 0.000 0.003 -0.023 0.38
H 1.65305 1.41563 1.40599 -0.014 -0.017 -0.030 0.34
N 3.89571 4.00443 3.83681 -0.070 -0.116 0.036 -0.40
C 4.01501 3.73761 5.13695 0.027 0.024 -0.020 0.08
C 5.17368 3.95715 5.86437 0.024 0.010 -0.004 -0.61
C 6.27565 4.48052 5.20670 -0.029 -0.004 -0.016 -0.16
C 6.16756 4.76268 3.85445 0.002 0.006 0.027 -0.44
C 4.96215 4.50945 3.21845 -0.027 0.014 -0.008 -0.24
H 3.13683 3.32848 5.62699 0.007 0.004 0.004 0.27
H 5.20775 3.72315 6.91927 -0.004 -0.002 0.002 0.35
H 7.19939 4.66636 5.73820 0.004 0.000 0.001 0.38
H 6.99874 5.17413 3.29918 0.001 0.002 -0.007 0.35
H 4.84428 4.72708 2.16292 0.007 -0.008 -0.002 0.37
N -6.82471 -3.32164 -4.71961 -0.023 -0.023 -0.004 -0.54
C -6.79222 -2.85115 -5.96368 0.022 0.015 0.027 -0.22
C -5.91416 -1.86121 -6.38532 0.002 0.007 0.014 -0.34
C -5.02543 -1.33216 -5.46433 -0.005 -0.013 0.016 -0.34
C -5.05235 -1.81226 -4.16260 0.092 -0.045 -0.115 -0.23
C -5.96783 -2.80481 -3.84481 0.030 -0.002 0.030 -0.29
H -7.50285 -3.28636 -6.65690 0.006 0.001 -0.001 0.35
H -5.93361 -1.51637 -7.40978 -0.005 0.001 -0.003 0.37
H -4.32873 -0.55558 -5.75527 -0.009 0.011 0.000 0.42
H -4.36604 -1.43712 -3.41503 -0.069 0.047 0.048 0.44
H -6.01818 -3.20502 -2.83699 -0.009 0.014 -0.002 0.37
```
Forces are in eV/Å.

The value obtained for the LUMO energy is -0.1412 Ha. As for the charge: +1. The calculation puts the energy at -1383.46477 a.u.